Below is one molecule with the formula C4H7NO3 at a distorted geometry, with properties calculated with ωB97M-V/def2-TZVPD.

Output
SMILES = C=NO[C@@H](C)C(=O)O
Charge = 0
HOMO = -0.369 Eh
Molar mass = 117.10 g mol⁻¹

```
15
Properties=species:S:1:pos:R:3:forces:R:3:lowdin_charge:R:1
C 2.21047 -0.82351 -1.77998 0.6 3.2 -0.5 -0.003
N 1.31728 -0.12604 -1.10835 0.8 -2.9 -2.0 -0.032
O 0.12733 -0.92782 -1.00196 0.2 1.1 1.6 -0.154
C -0.68597 -0.60252 0.21258 2.7 1.5 -0.5 -0.252
C -0.09267 -1.17136 1.50514 -0.8 -2.8 1.5 -0.066
C -0.93684 0.90933 0.60007 -3.4 0.9 1.1 -0.396
O -1.92050 1.02335 1.37415 3.6 0.3 -2.5 0.048
O -0.22144 1.99766 0.11605 -0.7 -2.9 0.2 0.091
H 2.18680 -1.90256 -2.08763 -0.5 1.2 0.5 0.089
H 3.08138 -0.12958 -2.27480 -2.0 -1.9 1.8 0.123
H -1.63852 -0.99974 -0.09486 -0.3 -0.2 0.4 0.146
H -0.09331 -2.32061 1.43171 0.4 1.5 -0.2 0.093
H 0.96749 -0.87722 1.93025 -2.4 0.0 -1.2 0.126
H -0.97181 -1.06827 2.24702 1.8 0.4 -0.7 0.106
H 0.39399 1.56300 -0.52593 0.1 0.6 0.4 0.079
```
Forces are in eV/Å.



Below is one molecule with the formula C4H7NO3, with properties calculated with ωB97M-V/def2-TZVPD.

Output
SMILES = C=CN[C@H](O)C(=O)O
Charge = 0
HOMO = -0.337 Eh
Molar mass = 117.10 g mol⁻¹

```
15
Properties=species:S:1:pos:R:3:forces:R:3:lowdin_charge:R:1
C -1.22725 0.49305 0.99127 -0.1 0.0 0.0 0.027
C -0.28476 1.11819 0.30464 0.0 0.1 0.1 -0.206
N 0.72704 0.53897 -0.47571 0.0 -0.1 -0.3 0.001
C 0.60352 -0.83489 -0.91174 0.2 0.0 0.0 -0.342
O -0.52065 -1.09511 -1.69493 -0.1 0.0 0.0 0.018
C 0.64190 -1.77886 0.30343 0.0 0.3 -0.5 -0.504
O -0.02047 -2.77816 0.33032 0.1 0.0 0.2 0.127
O 1.48247 -1.41767 1.26364 0.2 -0.3 0.4 0.142
H -1.90275 1.05246 1.61104 -0.1 0.2 0.1 0.054
H -1.37470 -0.57135 0.96883 0.0 -0.2 0.0 0.056
H -0.18797 2.19408 0.35646 0.0 0.1 0.0 0.109
H 1.00784 1.15023 -1.23079 0.1 -0.1 0.1 0.131
H 1.51419 -1.05569 -1.50221 -0.2 0.1 0.2 0.170
H -0.97630 -1.86566 -1.31764 0.1 0.1 0.0 0.098
H 1.83045 -0.52538 1.09721 -0.2 -0.1 -0.2 0.120
```
Forces are in eV/Å.



Below is a 2-piece molecular cluster, C4H7NO3 overall at a distorted geometry, with properties calculated with ωB97M-V/def2-TZVPD.

Output
Charge = 0
HOMO (spin up / spin down) = -0.326 / -0.340 Eh
Molar mass = 117.10 g mol⁻¹

```
15
Properties=species:S:1:pos:R:3:forces:R:3:lowdin_charge:R:1
C 1.70012 0.37819 -1.67884 -0.6 -0.3 -0.7 -0.133
C 0.14168 -0.54940 0.67111 -2.6 -0.1 0.0 -0.534
N 0.45813 0.29041 1.69655 0.0 -0.1 0.2 0.162
O 0.73043 0.85376 -0.80506 2.2 1.0 0.2 -0.143
O 0.54657 -1.67518 0.52043 0.4 0.2 -0.1 0.073
H 0.88781 -0.09666 2.52362 0.1 0.3 -0.2 0.114
H 0.16937 1.25382 1.63699 0.1 -0.2 0.2 0.109
H 2.66409 0.87751 -1.50878 -0.2 0.0 0.2 0.097
H 1.80020 -0.71268 -1.60737 0.2 0.1 0.1 0.082
H 1.39342 0.63131 -2.70514 0.1 0.0 0.1 0.095
C -2.40780 -0.37357 0.67008 -1.6 -0.5 0.1 0.157
C -1.29928 -0.09435 -0.06077 4.2 0.6 -0.7 -0.338
O -1.11654 0.44358 -1.18114 -2.2 -1.2 0.5 0.095
H -2.30258 -0.79169 1.66061 0.0 0.0 0.0 0.082
H -3.36562 -0.43507 0.16771 -0.1 0.2 0.2 0.081
```
Forces are in eV/Å.



Below is one molecule with the formula C4H7NO3 at a distorted geometry, with properties calculated with ωB97M-V/def2-TZVPD.

Output
SMILES = CN1C(=O)CO[C@H]1O
Charge = 0
HOMO = -0.353 Eh
Molar mass = 117.10 g mol⁻¹

```
15
Properties=species:S:1:pos:R:3:forces:R:3:lowdin_charge:R:1
C -0.24114 1.99722 -0.01633 -0.5 -4.4 0.2 0.050
N -0.12821 0.46733 0.07828 2.2 0.3 1.2 0.006
C -1.15978 -0.35126 -0.08764 -0.5 0.1 -0.1 -0.514
O -2.31700 -0.05180 -0.28312 -0.8 0.2 -0.3 0.061
C -0.65516 -1.76052 -0.02053 1.2 0.2 1.1 -0.048
O 0.74178 -1.64636 0.20857 2.0 -0.5 0.2 -0.043
C 1.20387 -0.38282 0.48170 -4.6 2.5 -2.3 -0.339
O 2.13674 0.10446 -0.37821 0.6 -1.1 0.1 0.067
H 0.46768 2.25527 -0.74707 1.0 1.1 -0.5 0.068
H -1.22813 2.00180 -0.40017 -1.1 1.0 -0.4 0.067
H -0.20404 2.37590 0.97009 0.4 0.9 0.7 0.078
H -1.02555 -2.31211 0.83951 -0.7 -0.1 -0.3 0.140
H -0.68882 -2.28864 -0.93953 -1.0 -0.5 -0.8 0.127
H 1.34706 -0.17791 1.50139 1.0 0.1 1.3 0.150
H 1.75069 -0.23055 -1.20694 0.7 0.4 -0.3 0.130
```
Forces are in eV/Å.



Below is a 2-piece molecular cluster, C4H7NO3 overall at a distorted geometry, with properties calculated with ωB97M-V/def2-TZVPD.

Output
SMILES = CN(C)C=O.O=C=O
Charge = 0
HOMO = -0.374 Eh
Molar mass = 117.10 g mol⁻¹

```
15
Properties=species:S:1:pos:R:3:forces:R:3:lowdin_charge:R:1
C 0.32033 -1.82130 -0.53135 0.0 -0.1 -0.1 -0.037
N 0.12726 -0.61336 0.24163 -0.3 0.4 -0.4 -0.166
C 1.32928 0.06077 0.69674 0.0 0.1 0.3 -0.018
C -1.05194 0.00390 0.29015 -0.1 0.3 2.4 -0.269
O -1.25915 1.04974 0.98045 0.2 -1.6 -0.8 -0.036
H 0.88004 -2.55208 0.05577 -0.1 0.0 0.0 0.094
H 0.87944 -1.60320 -1.44517 0.0 0.0 0.0 0.099
H -0.64290 -2.24816 -0.80194 0.0 0.0 0.0 0.090
H 1.91526 0.40685 -0.15663 0.0 0.0 0.0 0.101
H 1.93244 -0.62694 1.29233 0.0 0.0 0.0 0.095
H 1.03958 0.91327 1.30681 0.0 -0.1 0.0 0.095
H -1.88091 -0.56094 -0.15407 0.1 0.2 -0.2 0.154
O -0.94573 1.70098 -1.35868 -0.3 0.7 1.1 0.097
C -1.21282 2.41882 -0.42984 0.5 0.4 -3.2 -0.491
O -1.43018 3.47166 0.01382 -0.2 -0.3 1.1 0.193
```
Forces are in eV/Å.



Below is one molecule with the formula C4H7NO3 at a distorted geometry, with properties calculated with ωB97M-V/def2-TZVPD.

Output
SMILES = O=CNC(=O)CCO
Charge = 0
HOMO = -0.369 Eh
Molar mass = 117.10 g mol⁻¹

```
15
Properties=species:S:1:pos:R:3:forces:R:3:lowdin_charge:R:1
O -1.31730 -2.50778 2.42627 -0.4 0.7 -0.5 0.049
C -1.09361 -1.70076 1.55635 1.9 -2.0 -0.1 -0.271
N 0.02479 -1.91684 0.65520 -1.6 0.3 0.8 0.111
C 0.43490 -0.87883 -0.18789 1.6 -3.6 -2.5 -0.453
O 1.20322 -1.25615 -1.09176 -0.8 1.5 1.3 0.042
C -0.10915 0.49144 -0.10299 0.7 -0.2 -2.8 -0.100
C 0.70219 1.46791 -1.02171 0.2 -1.7 -1.4 -0.269
O -0.05208 2.61050 -1.10426 -0.7 2.4 0.2 -0.068
H -1.69293 -0.79196 1.37952 0.3 -0.1 0.0 0.131
H 0.39276 -2.91533 0.43668 -0.9 2.6 0.7 0.204
H -0.12176 0.82831 0.87612 -0.1 0.9 1.9 0.097
H -1.12584 0.48595 -0.50370 -0.1 0.0 0.2 0.138
H 1.72256 1.57441 -0.61296 -0.4 0.2 -0.3 0.128
H 0.77595 1.17054 -2.15212 0.1 -0.4 2.4 0.159
H 0.25632 3.33859 -0.55275 0.1 -0.3 0.0 0.099
```
Forces are in eV/Å.



Below is one molecule with the formula C4H7NO3 at a distorted geometry, with properties calculated with ωB97M-V/def2-TZVPD.

Output
SMILES = CC(=O)NCC(=O)O
Charge = 0
HOMO = -0.360 Eh
Molar mass = 117.10 g mol⁻¹

```
15
Properties=species:S:1:pos:R:3:forces:R:3:lowdin_charge:R:1
C -0.05330 1.17378 1.10873 1.9 5.2 -0.9 -0.030
C -1.19134 0.33876 1.22008 -2.1 -4.7 -1.1 -0.523
O -2.06209 0.38616 2.05822 0.4 0.3 -0.4 0.079
N -1.19413 -0.75895 0.24755 0.5 0.8 -0.8 0.047
C -0.44408 -0.78747 -1.02227 1.4 1.0 0.9 -0.082
C 1.15162 -0.84185 -0.72196 1.8 -0.8 -2.0 -0.503
O 1.96092 -1.65532 -0.34571 -2.2 -1.5 1.6 0.091
O 1.73555 0.18133 -1.31714 -0.6 4.1 -1.6 0.050
H -0.07592 1.74341 0.07883 0.1 -1.2 1.8 0.139
H -0.16056 1.99230 1.87928 0.0 -0.8 -0.8 0.113
H 0.97787 0.83678 1.24420 -0.5 -0.8 -0.1 0.094
H -1.92581 -1.43914 0.14352 -0.6 0.4 1.1 0.120
H -0.72933 -1.63680 -1.64412 0.2 -0.4 0.6 0.119
H -0.67938 0.06016 -1.73042 0.7 -0.4 1.1 0.130
H 2.68997 0.40685 -1.19878 -1.1 -1.4 0.4 0.155
```
Forces are in eV/Å.



Below is one molecule with the formula C4H7NO3 at a distorted geometry, with properties calculated with ωB97M-V/def2-TZVPD.

Output
SMILES = C/C(O)=C(/N)C(=O)O
Charge = 0
HOMO = -0.275 Eh
Molar mass = 117.10 g mol⁻¹

```
15
Properties=species:S:1:pos:R:3:forces:R:3:lowdin_charge:R:1
C 0.41724 -1.78210 -0.50505 0.3 0.3 -0.4 -0.009
C 0.54043 -0.52487 0.30480 -0.3 -0.2 1.3 -0.258
O 1.46101 -0.54987 1.27656 -0.2 0.0 -0.6 0.133
C -0.47980 0.49220 0.39516 0.1 -0.3 -0.5 -0.260
N -1.17230 0.84392 1.56412 0.0 0.1 0.2 0.076
C -0.23902 1.16639 -0.79723 1.2 -0.2 0.4 -0.494
O 0.78851 0.71537 -1.41537 -0.9 0.6 -0.5 -0.004
O -0.86397 2.29907 -1.16735 -0.1 -0.4 -0.4 0.114
H 1.37609 -2.09362 -0.92620 0.0 0.0 0.0 0.093
H 0.05243 -2.57401 0.15937 0.0 0.1 0.0 0.102
H -0.29149 -1.64733 -1.31886 0.1 0.0 0.1 0.095
H 2.15891 -1.19181 1.06622 -0.3 -0.1 0.2 0.132
H -2.09409 0.42635 1.62038 0.1 0.2 0.0 0.077
H -1.21238 1.84173 1.73835 0.0 -0.2 0.0 0.082
H -0.44158 2.57860 -1.99490 0.0 0.0 0.1 0.122
```
Forces are in eV/Å.